{
  "formula": "C54H130N4O32S10",
  "method": "ωB97M-V/def2-TZVPD",
  "species": ["H", "H", "H", "O", "H", "S", "C", "H", "C", "H", "H", "C", "H", "H", "O", "H", "O", "C", "S", "H", "H", "H", "H", "H", "C", "O", "H", "C", "H", "O", "C", "H", "H", "H", "H", "O", "H", "H", "H", "H", "H", "C", "H", "H", "H", "H", "H", "C", "H", "O", "S", "H", "H", "O", "H", "C", "H", "C", "O", "C", "H", "C", "H", "H", "H", "C", "H", "H", "H", "H", "O", "O", "H", "C", "O", "C", "C", "H", "O", "C", "O", "H", "H", "H", "O", "C", "H", "H", "H", "C", "C", "H", "O", "H", "N", "C", "H", "C", "H", "H", "O", "O", "S", "H", "C", "H", "N", "H", "C", "C", "H", "O", "H", "H", "C", "H", "H", "H", "C", "C", "O", "H", "H", "H", "H", "H", "O", "H", "H", "H", "C", "S", "H", "C", "O", "O", "S", "H", "H", "H", "H", "H", "O", "S", "C", "H", "H", "H", "H", "C", "H", "H", "C", "H", "H", "H", "H", "H", "H", "C", "H", "H", "H", "C", "C", "H", "H", "S", "H", "C", "H", "C", "H", "H", "N", "H", "C", "H", "H", "C", "H", "H", "H", "O", "S", "H", "C", "H", "H", "O", "S", "C", "C", "H", "C", "H", "H", "C", "C", "H", "H", "C", "H", "O", "H", "H", "H", "H", "C", "H", "C", "H", "C", "O", "H", "O", "O", "H", "H", "H", "H", "C", "C", "H", "N", "H", "O", "O", "H", "C"],
  "positions_angstrom": [[18.063875, 11.497430, 19.754668], [13.097055, 15.838860, 15.254224], [13.220805, 12.034944, 20.790780], [17.369201, 13.779368, 21.257005], [11.905782, 23.761915, 21.382056], [10.752920, 14.562577, 21.652489], [14.802545, 15.808436, 21.943930], [15.052342, 17.824494, 15.338097], [14.957850, 18.556844, 14.555329], [21.083803, 17.555084, 17.406483], [13.969850, 19.095346, 17.782507], [19.081912, 17.445520, 16.304643], [16.812505, 21.901538, 19.438792], [15.811754, 20.523896, 23.428288], [11.070379, 15.058297, 20.378608], [13.152908, 27.032317, 20.863405], [11.555296, 24.682245, 18.782844], [21.936322, 14.240301, 19.967489], [14.312102, 17.271766, 22.195723], [17.518913, 18.687093, 29.275401], [8.827572, 20.925451, 17.330099], [10.727680, 19.753623, 24.120810], [11.178204, 16.048427, 24.256069], [16.434177, 26.398885, 22.841417], [17.705473, 14.433814, 17.629785], [7.835419, 19.904500, 20.327415], [14.954116, 11.898461, 21.127582], [13.884474, 19.421510, 14.532281], [18.302046, 20.380849, 14.919088], [18.122578, 16.425093, 15.950610], [20.182719, 22.632225, 23.339053], [10.642545, 15.512627, 17.003213], [12.570987, 23.228604, 15.695409], [16.664739, 17.853817, 13.403060], [8.456329, 14.065087, 21.167141], [15.435476, 18.165445, 22.487063], [10.371209, 10.712688, 25.208242], [11.938960, 27.674207, 19.718773], [11.751767, 19.390126, 21.306430], [12.469378, 18.526216, 18.483762], [12.815318, 20.909316, 13.447512], [19.143072, 23.465004, 22.503641], [17.014923, 19.902177, 17.086504], [19.687907, 15.154645, 23.675753], [20.794422, 21.398291, 20.072397], [20.205597, 21.570315, 23.106250], [11.457070, 21.042786, 23.170402], [18.364434, 18.636582, 25.138054], [20.281474, 22.360396, 17.860901], [16.246174, 16.290718, 30.020506], [10.254276, 19.815487, 15.720110], [12.099309, 20.755394, 17.419299], [21.801038, 15.302258, 20.173409], [10.076035, 19.424654, 14.374654], [19.225927, 10.830128, 20.912944], [13.465483, 18.869918, 18.728115], [19.451689, 17.808147, 15.350258], [16.445945, 18.761804, 29.386372], [15.879101, 15.643170, 16.274176], [9.296881, 13.447959, 21.489457], [18.239539, 26.137222, 22.719193], [10.187153, 15.755363, 23.934771], [13.973556, 22.098245, 19.899369], [13.079647, 19.398484, 15.281391], [13.048543, 21.347106, 21.197218], [8.742521, 20.423243, 16.368496], [19.168659, 20.687534, 20.193633], [15.297283, 18.401036, 19.740488], [9.082001, 12.973507, 22.440929], [11.428503, 26.623431, 21.056274], [13.582559, 22.110581, 11.368203], [11.817199, 13.911789, 22.350250], [15.534499, 15.702835, 21.158055], [11.242140, 15.391225, 16.087569], [10.475666, 11.896562, 15.139267], [10.625587, 10.424422, 24.203342], [12.996458, 22.534969, 16.437578], [8.305433, 21.076328, 15.635861], [13.525810, 24.598940, 20.361199], [19.448633, 21.866246, 18.353857], [13.294186, 17.239049, 23.165074], [17.964923, 18.737756, 26.148896], [21.372810, 13.629295, 21.854185], [13.204202, 15.519471, 17.028065], [13.633886, 17.720070, 20.825060], [9.023971, 16.632587, 24.527168], [14.172153, 16.118205, 26.437794], [18.273042, 16.355229, 22.214362], [20.386839, 17.252229, 20.984499], [19.538388, 17.879844, 21.280139], [17.485029, 20.459562, 17.900586], [17.609083, 19.065568, 24.460223], [13.672199, 25.954406, 18.403847], [17.681880, 13.723100, 16.786318], [18.655687, 21.123107, 17.359710], [19.955147, 20.960309, 19.496256], [15.877533, 24.140847, 22.969206], [20.401407, 15.982065, 23.482981], [13.756886, 21.934107, 15.905582], [20.701701, 15.982890, 16.801998], [13.638834, 9.299946, 20.658329], [18.838082, 12.858308, 22.932753], [12.650317, 25.427504, 19.251444], [22.208303, 16.802450, 24.479280], [17.732604, 21.315556, 15.014142], [19.468038, 24.484033, 22.673658], [14.359915, 21.176339, 11.264723], [15.139520, 22.119459, 22.980284], [14.535743, 20.196510, 12.389730], [16.222878, 15.595947, 27.064883], [10.109856, 9.475642, 24.054048], [12.192288, 10.009222, 22.505882], [9.027937, 17.673698, 24.215462], [12.626778, 17.118186, 16.369794], [12.953990, 23.535848, 21.202795], [11.400389, 11.802402, 17.649143], [16.073665, 21.925811, 24.390249], [13.818851, 12.349766, 22.403270], [15.823595, 18.538555, 13.441399], [17.316774, 21.951056, 22.623436], [10.130989, 15.830194, 22.514836], [17.902353, 17.991212, 22.717143], [15.610087, 20.748363, 18.859661], [10.492896, 17.545757, 19.850469], [13.480436, 23.069212, 17.259154], [9.574465, 12.742391, 20.712146], [19.713249, 13.687637, 20.641067], [13.290521, 19.785691, 19.260378], [12.455259, 19.680503, 23.778478], [11.170802, 18.054263, 22.294869], [20.236287, 16.890241, 17.206776], [9.218492, 19.609824, 20.268422], [8.100638, 16.206353, 24.086817], [21.609012, 15.885921, 24.458441], [10.818639, 18.867099, 16.594453], [11.065387, 21.257922, 15.669230], [10.204983, 12.974684, 16.007033], [17.615178, 22.765917, 16.493758], [22.264815, 15.057471, 24.170505], [13.560288, 23.566255, 22.117917], [21.215873, 15.642197, 25.452663], [18.729401, 14.535485, 17.987783], [16.483524, 16.843668, 27.636667], [18.534120, 13.029793, 21.562933], [13.655476, 20.224236, 13.454178], [18.492052, 18.242851, 16.747877], [19.247516, 19.281010, 25.111304], [10.751780, 15.847272, 15.223132], [18.892703, 18.093890, 20.444259], [13.059522, 22.170323, 20.491793], [14.490937, 16.972268, 19.058959], [15.823846, 14.925555, 27.835597], [12.640424, 16.025377, 16.235455], [20.036083, 18.809583, 21.522957], [8.875739, 16.616968, 25.627331], [8.069223, 19.571841, 16.500050], [20.809668, 15.917455, 22.467687], [16.782649, 24.337635, 21.387729], [13.965130, 15.145631, 21.774864], [10.522709, 12.459370, 17.717568], [12.541008, 9.563955, 24.489318], [17.549696, 10.950198, 21.378148], [19.282427, 22.501411, 15.929272], [18.845746, 17.225319, 24.818837], [14.325696, 17.922343, 19.583526], [18.020118, 21.179401, 22.940893], [19.574311, 16.931915, 25.579813], [15.758575, 17.176376, 29.047716], [23.012329, 14.007122, 20.032310], [11.485876, 19.970972, 23.361826], [10.031264, 14.747128, 24.335505], [21.067117, 13.332281, 20.863197], [10.680435, 13.345831, 18.339818], [17.118915, 15.122571, 26.649324], [19.620448, 17.189220, 23.596515], [12.203350, 22.068363, 19.832294], [16.016191, 21.587370, 23.361907], [9.683431, 11.841985, 18.034001], [18.057295, 16.442723, 24.822246], [9.497149, 17.951305, 19.598040], [20.353056, 20.092654, 18.964267], [18.783670, 22.643867, 18.771602], [19.275849, 23.228855, 21.426353], [14.375925, 17.231400, 28.898902], [13.700311, 9.994816, 21.892315], [15.334935, 16.511607, 25.272486], [17.281280, 25.741812, 23.083579], [19.774789, 16.643222, 18.178576], [11.032132, 22.203958, 17.420844], [11.464442, 13.997088, 15.824298], [16.985749, 15.996227, 17.066497], [18.727344, 17.329552, 22.471116], [18.336662, 11.435990, 20.803181], [21.311031, 12.269950, 20.768708], [16.440648, 21.406733, 18.559199], [21.657970, 14.088142, 18.895049], [16.022804, 19.461873, 28.678739], [11.085744, 19.125601, 22.115629], [18.373610, 22.003340, 16.236158], [17.163014, 21.812629, 21.536137], [8.720411, 17.331334, 20.060101], [13.945597, 11.709878, 21.540742], [15.278321, 15.492154, 22.884239], [16.997849, 16.899796, 18.168086], [14.728000, 14.838889, 25.431366], [9.310710, 18.001298, 18.526863], [12.495642, 11.376863, 24.093967], [17.357277, 25.505621, 24.152716], [16.865174, 24.346565, 22.515253], [16.204966, 19.213362, 11.482579], [11.791404, 21.649623, 16.862956], [17.141310, 13.984450, 18.431246], [15.573534, 19.307781, 12.339144], [15.011748, 20.968281, 10.245381], [16.004689, 22.109073, 17.818709], [14.575256, 9.570767, 22.907618], [9.682623, 19.433961, 21.855959], [16.171285, 18.997167, 30.413024], [19.851786, 22.772327, 24.365060], [10.101471, 11.127605, 23.550227], [21.196882, 23.053648, 23.286720], [12.091873, 10.361686, 23.888884], [12.219515, 26.817080, 20.345917], [17.813540, 22.015034, 14.148061], [17.789906, 23.289572, 22.903084], [16.665562, 21.108684, 15.191980], [10.059977, 20.502777, 19.602810], [8.980858, 13.672763, 15.923732], [17.848640, 19.675860, 18.559540], [15.064386, 15.711254, 25.976228]],
  "atomic_forces_ev_per_a": [[-0.04, 0.31, 0.00], [0.43, 0.02, 0.42], [0.00, -0.27, 0.08], [-0.61, 0.76, -0.62], [-0.03, 0.08, 0.35], [-1.64, -0.13, 1.75], [2.45, -6.43, -0.54], [0.27, -0.01, 0.27], [0.51, -0.12, -0.94], [-0.52, 0.39, -0.24], [0.09, -0.04, 0.15], [0.85, -0.10, 0.35], [0.12, 0.37, 0.20], [0.04, -0.17, -0.49], [-0.05, 1.03, -1.79], [-0.09, 0.02, -0.08], [-1.26, -0.86, -0.44], [-0.33, -0.79, -1.46], [0.80, 7.70, 0.20], [0.19, 0.04, 0.04], [0.44, -0.01, -0.03], [0.14, 0.15, 0.10], [0.18, 0.34, 0.04], [0.52, 0.19, 0.35], [0.18, -0.29, -0.69], [-0.78, -0.15, 0.12], [-0.39, -0.46, 0.26], [-1.08, -0.74, 0.85], [-0.37, 0.08, -0.73], [-0.97, -0.39, 1.09], [-0.83, 0.70, -0.06], [0.03, 0.00, -0.34], [0.44, 0.14, 0.38], [-0.13, -0.03, 0.17], [0.16, -0.05, 0.00], [-1.12, -1.15, -0.80], [0.43, 0.24, 0.58], [0.09, -0.34, 0.09], [-0.23, 0.08, -0.60], [-0.14, -0.63, -0.03], [0.05, -0.06, -0.08], [1.82, -0.54, -0.34], [-0.16, 0.16, -0.07], [0.59, -0.30, -0.29], [-0.54, 0.02, -0.34], [0.02, -0.02, -0.06], [0.03, -0.05, -0.22], [0.01, 0.40, 0.13], [0.02, -0.07, -0.15], [1.08, -1.50, 1.36], [-0.52, 2.93, -0.71], [-0.12, 0.25, -0.11], [-0.14, -0.12, 0.26], [-0.12, 0.07, -0.97], [0.32, 0.02, 0.08], [0.31, -0.45, 0.14], [0.06, -0.07, -0.10], [-0.15, -0.19, -0.56], [-1.66, 0.32, -0.34], [0.81, 1.13, 0.16], [-0.50, -0.09, -0.02], [-0.78, 0.60, 2.12], [0.05, 0.13, 0.15], [0.71, -0.07, -0.02], [-0.02, -0.08, 0.27], [-0.73, -0.57, 0.37], [-0.05, -0.15, -0.01], [-0.06, -0.18, 0.28], [0.10, -0.07, 0.03], [-0.17, -0.41, 0.03], [0.32, -0.67, 0.63], [-0.19, -0.12, 0.81], [0.27, 0.09, -0.28], [0.53, 1.10, 0.51], [0.20, -0.86, -0.48], [-1.28, -0.19, -0.64], [-0.90, -0.72, -0.77], [-0.04, 0.34, -0.34], [-0.73, -0.32, -0.53], [-0.98, -0.18, 0.95], [-1.84, -0.03, 0.97], [-0.11, -0.33, -0.01], [-0.34, -0.19, 0.76], [-0.01, 0.23, -0.23], [-0.48, -0.27, 0.67], [-0.38, -0.77, -0.73], [-0.14, -0.03, 0.46], [-0.04, 0.01, -0.08], [-0.47, -0.32, -0.14], [-0.11, -0.02, 0.28], [-0.12, 0.61, -0.10], [0.25, -0.39, 0.09], [-0.46, -0.30, -0.42], [0.03, 0.52, 0.18], [1.10, 0.16, -0.55], [0.56, 0.40, -0.82], [0.46, -0.07, -0.45], [0.54, -0.39, 0.45], [-0.33, 0.14, 0.31], [-0.42, 0.08, -0.18], [-0.27, -0.21, -0.37], [1.18, -0.10, 0.62], [2.71, 1.51, 2.83], [-0.27, -0.09, 0.02], [0.53, 0.23, 0.50], [-0.27, 0.30, -0.22], [-0.06, -0.18, -1.03], [0.02, -0.31, -0.30], [-0.78, 1.01, -0.32], [-2.52, -2.12, -1.21], [0.26, -0.21, -0.13], [1.09, 0.10, -0.87], [0.41, 0.07, -0.14], [-0.31, -0.49, 0.17], [0.45, -0.29, -0.94], [-0.10, 0.43, 0.18], [0.32, 0.13, 0.37], [-0.05, -0.16, 0.38], [-0.26, -0.96, 1.16], [-1.08, -0.60, 0.02], [0.54, -1.63, -1.53], [0.08, 0.14, -0.07], [0.11, 0.29, 0.14], [-0.41, 0.45, -0.21], [-0.35, -0.08, -0.04], [0.02, -0.15, 0.08], [-1.34, -0.54, 0.77], [0.23, 0.63, 0.32], [-0.10, -0.01, -0.32], [-0.04, 0.17, 0.08], [-0.97, -0.08, 0.20], [-0.13, -2.69, 2.50], [0.28, 0.22, 0.28], [-0.86, -0.23, -0.11], [1.13, -0.80, 1.60], [0.06, -2.24, -0.31], [2.06, 0.63, 1.17], [0.52, 0.36, 0.34], [-0.13, 0.07, -0.03], [-0.34, 0.12, -0.25], [0.42, 0.23, -0.02], [-0.07, 0.39, -0.12], [0.26, 1.61, 0.66], [-0.01, -0.52, -1.59], [-0.10, 1.40, -0.85], [0.53, 0.23, 0.36], [-0.08, 0.06, -0.15], [-0.25, -0.13, 0.28], [-0.18, -0.19, -0.58], [-0.09, 0.80, 0.00], [-0.13, 0.06, 0.34], [0.35, -0.07, 0.01], [-0.47, -0.47, -0.68], [-0.16, 0.41, 0.44], [0.63, -0.31, -0.66], [0.13, -0.04, -0.07], [-0.35, -0.08, 0.09], [-0.27, 0.29, 0.73], [-0.29, -0.12, -0.14], [0.10, -0.26, -0.95], [0.35, 0.48, -0.08], [-0.11, 0.02, -0.03], [0.28, 0.09, 0.05], [0.63, -0.16, 0.60], [0.02, 0.61, -1.01], [0.43, 0.38, -0.07], [-0.39, 0.08, 0.38], [2.23, 0.29, -0.52], [-0.49, -0.06, 0.26], [-0.69, -0.98, -0.18], [-0.01, -0.12, -0.49], [1.94, 1.17, 0.28], [-0.05, -0.24, -0.10], [0.03, 0.58, 0.17], [-0.33, 0.73, 0.14], [-0.07, -0.17, -0.18], [-0.16, 0.78, 0.22], [-0.13, 0.21, 0.05], [-0.06, 0.31, -0.06], [-0.51, 0.16, 0.79], [-0.05, -0.36, 0.44], [0.42, 0.23, 0.06], [0.05, 0.20, 0.06], [-2.91, 0.49, -0.88], [-1.62, 0.93, -0.51], [0.16, -0.35, -0.13], [-0.53, -1.46, -0.30], [0.38, 0.02, -0.21], [0.54, 0.13, 0.45], [-0.99, -0.90, -0.02], [3.72, -1.86, -0.48], [0.97, 0.09, -1.17], [0.05, -0.19, 0.33], [-0.45, 0.04, -0.41], [-0.59, -1.35, -0.97], [0.19, 0.12, 0.70], [-0.01, 0.28, -0.03], [0.29, 0.85, 1.21], [-1.61, 0.14, -0.36], [0.06, -0.05, 0.02], [0.24, 0.05, -0.05], [0.35, 0.64, -0.63], [0.01, 0.00, -0.26], [-0.50, 0.68, -0.03], [0.56, -0.53, 0.08], [0.26, 0.10, -0.01], [0.32, -0.77, -0.20], [0.00, 0.74, -0.05], [0.60, 0.27, -0.76], [0.20, 0.24, -0.41], [0.36, 0.53, 0.32], [-0.54, 0.27, 0.34], [0.55, 0.18, -0.15], [-0.17, -0.05, 0.81], [0.44, -0.18, 0.53], [1.19, -0.38, 1.26], [-0.15, 0.17, -2.10], [-0.05, -0.04, -0.09], [0.08, -0.28, 0.30], [0.22, 0.09, -0.06], [-0.32, -0.14, -0.33], [-0.54, 0.30, 0.86], [0.00, 0.07, -0.86], [0.03, -0.85, 0.46], [-0.48, -0.38, 1.35], [0.37, -0.09, -0.15], [2.06, 1.79, -1.16], [-1.00, 0.79, 0.09], [-0.18, 0.05, 0.53], [0.92, 1.55, 0.59]],
  "total_energy_ha": -8743.7682,
  "gap_ev": 8.15,
  "e_lumo_ev": -0.1
}